# 1
29
Properties=species:S:1:pos:R:3:forces:R:3 method="wB97M-V/def2-TZVPD" e_above_lowest_kj_mol=59.7 orbital_gap_ha=0.2763 lumo_ev=-5.06 e_homo_ev=-12.58 total_charge=+1 energy_ev=-38628.017
C 4.4594 -0.4174 1.0797 0.2 0.0 0.0
C 3.8335 -1.2227 0.2770 0.0 0.1 0.1
C -3.0730 -0.2342 0.9238 -0.1 0.0 0.3
C -2.9481 1.0055 -1.0572 -0.2 0.2 -0.2
C -2.0936 -1.2975 -0.9363 -0.1 -0.7 0.1
C -1.5795 0.0907 1.2905 -0.1 -0.2 0.5
C -1.6278 1.6739 -0.4873 -0.2 0.8 -0.5
C -0.8964 -0.4213 -0.8782 0.1 1.3 0.4
C 4.8388 0.9839 0.7281 0.0 0.2 -0.1
C 3.1354 -1.9446 -0.5323 -0.3 -0.1 0.0
N -3.1070 -0.3311 -0.5067 -0.7 -0.2 -0.2
N -0.9412 0.5252 0.0748 0.8 -1.2 -0.2
Cl 3.9538 1.5610 -0.7060 0.1 0.2 0.0
Cl 1.3724 -1.9389 -0.4190 0.0 -0.2 0.1
H -3.3913 -1.1713 1.3819 0.1 0.0 0.0
H -3.7368 0.5622 1.2536 0.0 0.0 0.0
H -3.8277 1.5938 -0.7973 0.0 0.0 0.0
H -2.8867 0.9279 -2.1435 0.0 0.1 0.0
H -2.2579 -1.6250 -1.9626 0.1 0.0 0.0
H -2.1339 -2.1680 -0.2820 0.0 0.0 0.0
H -1.5129 0.8772 2.0388 0.1 0.0 0.0
H -1.0728 -0.8027 1.6532 0.0 0.1 0.0
H -1.0548 2.1286 -1.2949 0.0 0.0 0.0
H -1.8037 2.4215 0.2864 0.1 -0.1 0.0
H -0.4342 -0.1042 -1.8047 0.0 0.1 -0.1
H 5.9053 1.0395 0.4991 -0.1 0.1 0.1
H 4.6112 1.6608 1.5520 0.1 -0.1 -0.1
H 3.4853 -2.6236 -1.2882 0.1 0.0 -0.1
H 4.7841 -0.7489 2.0572 0.0 -0.2 0.1

***

# 2
30
Properties=species:S:1:pos:R:3:forces:R:3 method="wB97M-V/def2-TZVPD" orbital_gap_ha="0.2766 / 0.1597" lumo_ev="2.96 / 3.01" e_homo_ev="-4.56 / -1.33" total_charge=-1 energy_ev=-49028.836
Y -0.4347 -2.4485 0.5683 -0.5 1.3 0.7
Cl 2.0481 -2.5544 0.5970 0.7 -0.2 0.2
Cl -1.5905 -4.6153 0.3475 -0.4 -0.8 0.0
C -0.8786 -1.5723 -1.4425 -0.4 -0.4 -0.9
H -0.9623 -0.5793 -1.8902 -0.1 -0.4 -0.1
H -1.1429 -2.3739 -2.1722 0.0 0.6 0.1
C 0.9585 0.7729 0.6298 -0.8 0.4 -0.5
C 0.1226 1.1048 -0.3803 0.3 -0.6 1.2
H 0.5855 0.3695 1.5762 0.0 0.4 -0.4
C 0.6377 1.4324 -1.7461 0.7 0.3 0.0
H -0.9636 1.0447 -0.2491 0.4 -0.1 0.1
C 2.0384 0.8186 -1.9499 -0.3 -0.1 0.1
H -0.0577 1.0852 -2.5164 0.1 0.1 0.1
H 0.7310 2.5270 -1.8385 -0.1 -0.1 -0.2
C 2.9759 1.2751 -0.8309 -0.1 0.2 0.0
H 1.9580 -0.2797 -1.9366 -0.1 0.2 0.0
H 2.4400 1.1195 -2.9241 0.0 -0.1 0.1
C 2.4424 0.9197 0.5721 0.6 -0.5 -0.4
H 3.9722 0.8365 -0.9714 -0.1 0.1 0.0
H 3.0842 2.3654 -0.8948 0.1 -0.1 -0.1
H 2.8927 -0.0334 0.8805 -0.1 0.2 0.1
H 2.7947 1.6744 1.2924 -0.2 -0.1 -0.1
S -3.3027 1.0307 2.6358 -1.0 0.6 0.3
C -4.1039 -0.3027 1.8439 0.4 -1.1 -0.7
C -3.1814 -1.2239 1.4015 0.7 1.1 1.0
N -1.8612 -0.9220 1.7648 -0.3 -1.4 -1.4
C -1.7881 0.2808 2.3730 0.6 0.1 0.4
H -5.1764 -0.3734 1.7329 0.1 0.2 0.0
H -3.3666 -2.1249 0.8112 -0.1 0.3 0.3
H -0.8714 0.7465 2.7163 -0.3 -0.2 -0.1

***

# 3
34
Properties=species:S:1:pos:R:3:forces:R:3 method="wB97M-V/def2-TZVPD" orbital_gap_ha="0.2523 / 0.2822" multiplicity=3 lumo_ev="-8.79 / -7.97" e_homo_ev="-15.65 / -15.65" total_charge=+2 energy_ev=-69756.101
I 2.5890 -1.3081 0.4919 0.2 0.5 -0.5
I 1.1936 -2.3707 -1.5292 0.5 0.7 -0.9
Pr -0.3125 1.3717 -0.6513 0.6 0.3 -0.7
P 2.3113 1.2483 -2.5277 1.1 0.8 -1.0
C 3.6520 0.0325 -2.8313 -0.2 -0.4 0.4
C 1.8897 1.6112 -4.2845 -0.8 -0.2 0.4
H 2.7463 3.5812 -1.9812 0.3 0.0 -0.2
H 4.0196 2.9217 -3.0824 -0.3 -0.1 0.2
H 4.0210 2.5233 -1.3458 -0.1 0.1 -0.1
C 3.3819 2.7177 -2.2127 -0.4 0.0 0.6
H 1.0458 2.3121 -4.2951 0.3 0.0 -0.3
H 2.7622 2.0244 -4.8078 -0.3 -0.1 0.2
H 4.3785 0.4482 -3.5511 -0.4 -0.1 0.3
H 3.2154 -0.8939 -3.2153 0.3 0.2 -0.1
H 1.5602 0.6803 -4.7573 0.1 0.2 -0.1
H 4.1488 -0.1934 -1.8833 0.1 0.0 -0.3
C 0.3235 -3.0506 1.0454 -2.5 -2.5 3.7
O -0.1612 -3.7120 1.8501 1.3 1.5 -2.1
Cl -1.3874 3.4701 -1.5797 0.5 -1.1 0.4
N -3.0777 -2.1688 4.9975 0.8 0.7 -0.8
C -2.0069 -1.8010 4.2118 -0.4 -1.4 1.5
O -0.8705 -2.1546 4.4974 -0.9 0.9 -1.1
C -2.3888 -1.0451 2.9587 0.4 0.0 -1.1
C -3.7159 -0.8510 2.4920 0.2 0.4 0.1
C -3.9593 -0.1182 1.3282 0.7 0.1 -0.4
C -2.8612 0.3799 0.6258 0.6 -0.3 0.7
N -1.5689 0.1962 1.0388 -0.8 -1.4 0.7
C -1.3289 -0.5991 2.1576 -0.6 1.5 -0.9
H -2.8165 -2.6091 5.8639 -0.2 -0.1 0.2
H -3.9567 -1.6777 4.9439 0.1 -0.2 0.2
H -4.6078 -1.2192 3.0151 0.6 0.0 0.0
H -4.9625 0.0806 0.9498 0.3 -0.2 0.2
H -2.9947 0.9457 -0.3120 -0.2 0.0 0.4
H -0.2614 -0.7727 2.3798 -0.9 0.0 0.2

***

# 4
27
Properties=species:S:1:pos:R:3:forces:R:3 method="wB97M-V/def2-TZVPD" e_above_lowest_kj_mol=0.0 orbital_gap_ha=0.3300 smiles=C[N+](C)(C)[C@@H](Cl)c1ccccc1 lumo_ev=-4.25 e_homo_ev=-13.22 total_charge=+1 energy_ev=-24618.643
C -2.8973 -0.0130 -0.4254 -1.1 0.2 -0.2
N -1.4771 -0.1006 -0.0318 -0.2 -0.1 0.1
C -0.9567 -1.4314 -0.4163 0.5 -1.0 -0.3
C -1.3800 0.0514 1.4314 0.2 0.2 1.0
C -0.6713 0.9026 -0.7557 -0.8 3.2 0.3
Cl -1.5979 2.7943 -0.2863 1.3 -2.5 -0.7
C 0.7615 1.0055 -0.4356 0.4 0.0 0.1
C 1.2447 1.5974 0.7330 -0.1 0.0 -0.1
C 2.6015 1.6292 0.9940 -0.1 0.0 0.1
C 3.4978 1.0714 0.0962 -0.1 0.0 -0.1
C 3.0318 0.5013 -1.0778 0.1 0.0 0.0
C 1.6774 0.4796 -1.3527 -0.3 0.0 0.1
H -3.0001 -0.0934 -1.5050 0.2 0.0 0.0
H -3.4588 -0.8170 0.0461 0.2 -0.1 0.0
H -3.2988 0.9464 -0.1094 0.1 -0.1 0.0
H -1.0735 -1.5896 -1.4869 -0.1 0.1 0.0
H 0.0989 -1.5107 -0.1616 -0.1 0.1 0.1
H -1.5055 -2.2079 0.1133 -0.1 0.2 0.0
H -0.3498 -0.0732 1.7570 0.0 -0.1 -0.1
H -1.7256 1.0439 1.7070 0.0 0.0 -0.1
H -1.9984 -0.6966 1.9183 -0.1 -0.1 -0.2
H -0.8857 0.8640 -1.8182 -0.1 -0.2 0.0
H 0.5577 2.0791 1.4092 -0.1 0.1 0.1
H 2.9593 2.0968 1.8982 0.0 0.1 0.1
H 4.5558 1.0959 0.3012 0.1 0.0 0.0
H 3.7257 0.0784 -1.7871 0.1 0.0 -0.1
H 1.3303 0.0365 -2.2746 -0.1 0.0 -0.1

***

# 5
27
Properties=species:S:1:pos:R:3:forces:R:3 method="wB97M-V/def2-TZVPD" orbital_gap_ha="0.1340 / 0.1581" multiplicity=3 lumo_ev="-0.13 / -3.87" e_homo_ev="-3.78 / -8.17" energy_ev=-31007.355
C 3.7593 -0.2928 -0.0642 4.3 0.0 -2.8
C 3.2827 0.2510 1.0937 -3.3 -0.1 0.1
C 2.9827 -1.0154 -1.0199 0.7 1.0 0.0
C 1.9070 0.1614 1.3080 2.2 0.4 1.7
C 1.6643 -1.0561 -0.7778 -2.1 -1.3 -0.1
C 1.0830 -0.4738 0.3984 -2.6 0.2 0.8
C -2.3879 1.5808 -0.6452 -1.3 0.3 -0.3
C -1.7814 -0.2715 -2.1273 1.6 -2.4 0.3
C -1.6196 -0.0519 2.7936 0.3 2.1 -1.5
C -1.2916 0.5532 -0.9941 -1.0 1.5 0.3
Si -0.7628 -0.5906 0.4754 2.5 0.5 -1.1
Cl -1.8206 -2.4000 0.4621 -0.5 0.0 0.1
H 4.8144 -0.0583 -0.4664 -1.5 -0.5 1.2
H 3.6703 0.8486 1.8709 1.8 0.4 0.2
H 3.4395 -1.3951 -1.9609 -0.4 0.2 1.0
H 1.6526 0.6069 2.2709 -0.9 -0.2 -0.3
H 0.9305 -1.6180 -1.3576 0.6 0.0 -0.5
H -3.4475 1.1610 -0.4863 1.6 0.3 -0.1
H -2.0016 1.9851 0.2714 -0.5 0.9 0.7
H -2.5120 2.4365 -1.3966 0.4 -1.3 0.8
H -1.1045 -1.1313 -2.3874 -0.5 1.1 -0.4
H -2.1742 0.2659 -2.9251 0.2 1.3 -2.0
H -2.6615 -0.7474 -1.8247 -1.5 -1.1 0.9
H -1.4106 1.0456 2.7716 0.4 -1.2 0.2
H -2.6228 -0.2626 2.5758 -1.3 -0.4 -0.4
H -1.1476 -0.7729 3.3913 1.0 -0.5 0.7
H -0.4400 1.2417 -1.2498 -0.2 -1.3 0.4

***

# 6
26
Properties=species:S:1:pos:R:3:forces:R:3 method="wB97M-V/def2-TZVPD" e_above_lowest_kj_mol=0.0 orbital_gap_ha=0.3034 lumo_ev=0.40 e_homo_ev=-7.85 energy_ev=-13327.122
C 1.9853 1.5819 -0.3506 2.4 3.2 -1.9
C 3.0670 0.8200 -0.4841 1.0 0.5 -1.5
C 3.1670 -0.5675 0.0130 0.2 1.7 0.3
C 2.2358 -1.2036 0.7694 0.5 -0.5 -1.1
C 0.7787 -0.9697 0.7958 1.3 1.6 -2.2
C 0.0130 -0.2668 -0.0974 -0.1 -2.1 0.3
F 0.4504 0.1011 -1.3276 0.4 -0.5 0.9
C -1.5045 -0.1111 -0.0131 1.1 2.0 1.7
C -1.9004 0.4412 1.3937 2.1 -2.4 -0.4
C -2.0665 -1.4336 -0.2903 -2.5 -2.4 -3.5
C -1.9075 0.9669 -0.9983 0.3 -0.9 -3.9
H 1.9411 2.6013 -0.9052 0.0 -1.8 1.4
H 1.2452 1.2884 0.3017 -1.5 0.1 1.0
H 3.9475 1.2977 -1.0653 -1.4 -1.3 0.8
H 4.1748 -0.9376 -0.1654 -0.2 -0.5 0.7
H 2.6776 -2.0423 1.3274 -0.9 0.0 -0.3
H 0.2578 -1.5114 1.5123 -1.0 -0.4 1.5
H -1.5519 1.4124 1.4553 0.5 2.2 0.1
H -1.3008 -0.0791 2.1869 -1.3 0.0 -0.4
H -2.9505 0.4291 1.4423 -1.3 -0.2 0.7
H -1.7944 -1.7292 -1.4047 -0.3 0.3 2.2
H -1.8551 -2.2748 0.3587 0.8 0.2 0.3
H -3.1959 -1.4903 -0.3255 0.9 0.7 0.1
H -1.4049 0.7457 -2.0287 -1.0 0.2 1.7
H -1.5398 1.9620 -0.7995 -0.1 0.3 0.6
H -2.9689 0.9694 -1.3009 0.2 0.1 0.8

***

Repeat the second record exactly.
30
Properties=species:S:1:pos:R:3:forces:R:3 method="wB97M-V/def2-TZVPD" orbital_gap_ha="0.2766 / 0.1597" lumo_ev="2.96 / 3.01" e_homo_ev="-4.56 / -1.33" total_charge=-1 energy_ev=-49028.836
Y -0.4347 -2.4485 0.5683 -0.5 1.3 0.7
Cl 2.0481 -2.5544 0.5970 0.7 -0.2 0.2
Cl -1.5905 -4.6153 0.3475 -0.4 -0.8 0.0
C -0.8786 -1.5723 -1.4425 -0.4 -0.4 -0.9
H -0.9623 -0.5793 -1.8902 -0.1 -0.4 -0.1
H -1.1429 -2.3739 -2.1722 0.0 0.6 0.1
C 0.9585 0.7729 0.6298 -0.8 0.4 -0.5
C 0.1226 1.1048 -0.3803 0.3 -0.6 1.2
H 0.5855 0.3695 1.5762 0.0 0.4 -0.4
C 0.6377 1.4324 -1.7461 0.7 0.3 0.0
H -0.9636 1.0447 -0.2491 0.4 -0.1 0.1
C 2.0384 0.8186 -1.9499 -0.3 -0.1 0.1
H -0.0577 1.0852 -2.5164 0.1 0.1 0.1
H 0.7310 2.5270 -1.8385 -0.1 -0.1 -0.2
C 2.9759 1.2751 -0.8309 -0.1 0.2 0.0
H 1.9580 -0.2797 -1.9366 -0.1 0.2 0.0
H 2.4400 1.1195 -2.9241 0.0 -0.1 0.1
C 2.4424 0.9197 0.5721 0.6 -0.5 -0.4
H 3.9722 0.8365 -0.9714 -0.1 0.1 0.0
H 3.0842 2.3654 -0.8948 0.1 -0.1 -0.1
H 2.8927 -0.0334 0.8805 -0.1 0.2 0.1
H 2.7947 1.6744 1.2924 -0.2 -0.1 -0.1
S -3.3027 1.0307 2.6358 -1.0 0.6 0.3
C -4.1039 -0.3027 1.8439 0.4 -1.1 -0.7
C -3.1814 -1.2239 1.4015 0.7 1.1 1.0
N -1.8612 -0.9220 1.7648 -0.3 -1.4 -1.4
C -1.7881 0.2808 2.3730 0.6 0.1 0.4
H -5.1764 -0.3734 1.7329 0.1 0.2 0.0
H -3.3666 -2.1249 0.8112 -0.1 0.3 0.3
H -0.8714 0.7465 2.7163 -0.3 -0.2 -0.1